# 1
DFT (ωB97M-V/def2-TZVPD) results for a molecular structure, C10H15MoO7S3.

```
36
Properties=species:S:1:pos:R:3:mulliken_charge:R:1
Mo 4.74495 9.98197 6.45261 0.568
C 7.50276 10.77447 5.65688 0.880
C 6.86308 10.30553 6.87401 1.896
C 6.04539 11.37070 7.47482 0.281
C 6.07738 12.46606 6.49952 0.967
C 7.00655 12.09462 5.46008 0.863
C 7.52504 13.14916 4.47956 -1.749
C 5.33058 13.69609 6.62987 -2.042
C 5.98290 11.62551 8.95547 -1.665
C 7.50960 9.26066 7.72906 -2.154
C 8.49371 9.96013 4.86561 -1.618
H 7.16189 14.15494 4.64273 0.438
H 7.35042 12.70850 3.51285 0.385
H 8.60604 13.25581 4.59194 0.412
H 4.50305 13.64986 7.41126 0.441
H 4.83077 14.07609 5.70418 0.403
H 5.98982 14.55686 6.90064 0.445
H 5.44855 12.57634 9.06732 0.391
H 6.96948 11.82378 9.41952 0.319
H 5.47050 10.86615 9.53242 0.389
H 6.90624 9.10567 8.63893 0.379
H 8.44756 9.63530 8.10956 0.425
H 7.65961 8.31811 7.16525 0.482
H 8.97158 10.57658 4.11056 0.460
H 8.00602 9.17925 4.17721 0.292
H 9.20454 9.47481 5.52190 0.402
O 4.97021 11.70771 3.40155 -0.507
S 4.09138 10.73873 4.01165 1.182
O 2.90362 10.49892 3.19664 -0.519
O 4.74962 9.39028 4.55714 -0.593
O 3.74944 11.36708 5.40626 -0.677
O 4.08315 4.78379 5.87825 -0.357
S 4.95930 4.65385 4.76431 1.089
O 6.38686 4.74373 5.05345 -0.386
O 4.52579 4.63493 3.40717 -0.344
S 3.78688 8.95456 8.07842 -0.176
```

The calculation puts the LUMO energy (spin up / spin down) at -6.82 / -6.82 eV. The value obtained for the orbital gap (spin up / spin down) is 6.550 / 6.551 eV. The total charge is +1.


# 2
DFT (ωB97M-V/def2-TZVPD) results for 2 unconnected molecules or ions with the total composition C10H15N.

```
26
Properties=species:S:1:pos:R:3:mulliken_charge:R:1
C -5.33143 -0.42498 0.62405 -0.352
C -4.27693 -1.27341 0.44586 -0.284
C -3.03020 -0.86040 -0.10722 -0.032
N -2.80623 0.33610 -0.55875 -0.443
C -3.89285 1.26935 -0.71388 -0.236
C -5.11066 0.86495 -0.06623 -0.288
H -6.26595 -0.68900 1.00881 0.440
H -4.41637 -2.34054 0.68973 0.299
H -2.03240 -1.46037 0.12349 0.256
H -3.74811 2.28247 -1.12304 0.336
H -5.89362 1.53741 0.26248 0.304
C 3.05003 -0.32356 -0.21439 -0.620
C 4.49273 -1.03985 -0.79771 -0.713
C 5.59627 -0.15647 -0.25587 -0.369
C 4.90294 0.65464 0.86243 -0.728
C 3.38788 0.94687 0.53409 -0.437
H 2.24020 -0.23328 -0.94853 0.411
H 2.74801 -1.29128 0.56905 0.143
H 4.51129 -0.76140 -1.89180 0.261
H 4.59790 -2.01048 -0.33921 0.385
H 6.02545 0.75969 -0.79538 0.258
H 6.50667 -0.73993 0.24086 0.244
H 5.62500 1.58561 0.97168 0.349
H 5.05401 0.11275 1.71089 0.333
H 3.23305 1.96270 0.02469 0.279
H 2.73182 0.99013 1.54068 0.204
```

The calculation puts the LUMO energy at 0.78 eV. The value obtained for the orbital gap is 10.328 eV. As for the relative energy (zero: lowest compared OMol25 entry of this formula, charge and spin): 354.9 kJ/mol.


# 3
DFT (ωB97M-V/def2-TZVPD) results for a molecular structure, C10H15N2.

```
27
Properties=species:S:1:pos:R:3:mulliken_charge:R:1
C -1.71550 0.81997 1.71036 -0.661
C -1.13401 1.89791 1.07318 -0.320
C -1.92292 -0.34602 0.98686 -0.264
C -1.47579 0.80245 -1.12666 -0.185
C -1.20213 1.98390 -0.34088 -0.518
C -1.80873 -0.41604 -0.44644 0.509
C 3.46531 -0.46641 -0.14135 -0.585
C 2.34079 0.44569 -0.52838 -0.405
C -2.15860 -1.65650 -1.14335 -1.316
C 2.08595 -0.28295 1.95176 -0.182
N 2.41385 -0.08575 0.72963 0.196
N 1.22526 0.04457 -1.31990 -0.244
H -1.98286 0.80851 2.74556 0.451
H -0.92780 2.91048 1.59092 0.335
H -2.24358 -1.27858 1.47418 0.394
H -1.66326 0.93644 -2.14767 0.544
H 3.52150 -1.56925 -0.23528 0.280
H 4.41327 -0.16857 -0.03714 0.276
H -2.40528 -1.42104 -2.24986 0.286
H -1.20129 -2.24798 -1.17534 0.240
H -2.85263 -2.30806 -0.71495 0.449
H -0.96385 2.81903 -0.92407 0.439
H 0.98773 -0.01706 2.22264 0.071
H 2.73381 -0.68909 2.61961 0.366
H -0.05634 0.27295 -1.02004 0.089
H 1.24596 -1.10292 -1.32105 0.386
H 1.28115 0.31430 -2.23234 0.369
```

The calculation puts the LUMO energy at -3.34 eV. The value obtained for the orbital gap is 8.470 eV. As for the relative energy (zero: lowest compared OMol25 entry of this formula, charge and spin): 678.5 kJ/mol. The total charge is +1.


# 4
DFT (ωB97M-V/def2-TZVPD) results for a gas-phase ion, C10H15N2O (charge +1).

```
28
Properties=species:S:1:pos:R:3:mulliken_charge:R:1
C 1.36771 2.03937 2.50108 -0.300
C 2.62746 1.61922 1.88426 -0.347
C 0.23786 2.36458 1.88543 -0.722
C 2.62144 1.42059 0.56946 -0.746
C 0.12320 2.21721 0.41243 0.367
C 1.30063 1.42600 -0.29389 0.018
C -0.05054 -0.35024 -1.37725 -0.185
C -0.06439 -2.70856 -0.25000 -1.261
C -1.91769 -1.49788 -1.26651 -1.595
C -0.40152 -1.74392 -1.38347 0.778
N -2.14059 2.21308 0.33560 -0.973
N -1.09632 1.73513 -0.08675 0.456
O 0.98355 0.05032 -0.53115 -0.207
H 1.29092 1.98512 3.59797 0.353
H 3.42324 1.27189 2.46359 0.440
H -0.72788 2.49015 2.34530 0.460
H 3.47053 0.90569 0.14438 0.406
H 0.19850 3.26031 0.05333 0.230
H 1.41052 1.76960 -1.25896 0.433
H -0.66449 0.22956 -2.04427 0.471
H 0.95315 -2.59170 0.13691 0.355
H 0.01468 -3.78606 -0.69243 0.318
H -0.91660 -2.62342 0.48428 0.367
H -2.02394 -0.80798 -0.41671 0.372
H -2.35048 -2.54451 -1.20634 0.396
H -2.15003 -1.05573 -2.22903 0.501
H -0.11377 -2.14898 -2.44285 0.353
H -3.06057 1.81735 0.03618 0.264
```

The calculation puts the LUMO energy at -5.11 eV. The value obtained for the orbital gap is 7.278 eV. As for the relative energy (zero: lowest compared OMol25 entry of this formula, charge and spin): 466.7 kJ/mol. The total charge is +1.


# 5
DFT (ωB97M-V/def2-TZVPD) results for a gas-phase ion, C10H15N4O (charge +1).

```
30
Properties=species:S:1:pos:R:3:mulliken_charge:R:1
C -1.85980 2.97495 -0.16863 -1.361
C -2.44162 1.62099 -0.07038 -0.122
C -1.44384 0.48463 0.07432 0.560
C -0.18963 0.68309 0.56982 -1.197
C 0.85624 -0.32400 0.50119 0.905
N 2.12069 0.15146 0.30014 1.132
N 2.37346 1.44302 0.51933 -1.006
C 3.59144 1.58393 0.08552 -0.188
C 3.97351 0.35743 -0.42526 -0.298
N 3.11055 -0.55318 -0.17534 -0.998
C 0.47190 -1.77353 0.26865 -0.213
C 1.33275 -2.88976 0.07248 -1.179
N -1.02419 -1.89256 0.38551 -0.052
C -1.88648 -0.90587 -0.35874 -0.352
O -3.25363 -1.26662 0.01197 -0.552
H -1.52287 3.19026 -1.20657 0.310
H -1.04162 3.17452 0.41367 0.407
H -2.55698 3.77629 0.07791 0.362
H -3.11374 1.38549 -1.06002 0.270
H -3.09742 1.64152 0.76971 0.289
H 0.08496 1.59581 0.91120 0.800
H 4.11199 2.56207 0.22928 0.399
H 4.84711 0.06384 -0.99087 0.425
H 1.00996 -3.52518 -0.81675 0.370
H 1.35634 -3.61039 0.96190 0.269
H 2.24723 -2.44611 -0.20448 0.369
H -1.33504 -2.86125 -0.03820 0.443
H -1.17476 -1.81422 1.37816 0.439
H -1.72402 -1.15712 -1.36152 0.404
H -3.82246 -1.66951 -0.65401 0.365
```

The calculation puts the LUMO energy at -4.03 eV. The value obtained for the orbital gap is 7.890 eV. As for the relative energy (zero: lowest compared OMol25 entry of this formula, charge and spin): 363.4 kJ/mol. The total charge is +1.


# 6
DFT (ωB97M-V/def2-TZVPD) results for a gas-phase ion, C10H15N4S (charge +1).

```
30
Properties=species:S:1:pos:R:3:mulliken_charge:R:1
C 0.88345 -2.43344 2.36596 -0.412
C 0.91288 -1.15655 2.83148 -0.981
C 0.36500 -2.74827 1.10142 -0.869
C 0.63182 -0.08623 2.01533 -0.144
C -0.05716 -1.62068 0.35230 -0.069
C 0.13164 -0.34705 0.76616 -0.234
C -0.15786 0.86622 -0.29497 0.806
C -2.51978 0.73988 0.19724 -0.929
C -1.75994 1.47546 -1.99136 -0.769
C 2.63750 -0.21919 -1.28596 -0.773
N 0.16004 2.06306 0.04707 0.048
N 1.09662 2.74817 -0.49828 -0.598
N 1.62279 2.24519 -1.54906 -0.002
N -1.40454 0.60461 -0.80352 0.051
S 1.24156 0.68785 -1.92554 0.204
H 1.15765 -3.28243 2.90475 0.471
H 1.28962 -1.09225 3.78660 0.487
H 0.20444 -3.76139 0.74549 0.442
H 0.84586 0.96435 2.30558 0.403
H -0.39093 -1.72751 -0.70563 0.170
H -2.12460 0.43165 1.14351 0.296
H -2.77671 1.72674 0.41601 0.445
H -3.40599 0.41111 -0.21060 0.513
H -1.46479 2.56567 -1.87348 0.353
H -1.49594 1.08270 -3.02363 0.338
H -2.86770 1.41095 -2.08820 0.404
H 3.50958 0.33193 -1.46936 0.410
H 2.65013 -1.07020 -1.94380 0.344
H 2.62558 -0.44979 -0.26537 0.258
H -1.54022 -0.36055 -1.05014 0.340
```

Its multiplicity is 3. The calculation puts the LUMO energy (spin up / spin down) at -3.34 / -6.62 eV. The value obtained for the orbital gap (spin up / spin down) is 6.162 / 6.459 eV. As for the relative energy (zero: lowest compared OMol25 entry of this formula, charge and spin): 189.8 kJ/mol. The total charge is +1.


# 7
DFT (ωB97M-V/def2-TZVPD) results for C10H15N5O4 in the gas phase.

```
34
Properties=species:S:1:pos:R:3:mulliken_charge:R:1
N 0.34625 -2.53781 -1.35696 -0.302
C 1.42971 -1.82730 -0.93062 0.386
O 2.44576 -1.79944 -1.58628 -0.648
C 1.41853 -1.17451 0.43884 -0.334
C 2.22971 0.14251 0.54397 -0.220
N 1.96280 1.06136 -0.56128 0.004
C 1.00687 2.03026 -0.66418 -0.031
O 1.11984 2.99226 -1.42285 -0.673
C -0.32070 1.75419 0.07942 0.683
N -1.06686 2.97891 0.53828 -0.770
C -1.31357 1.05024 -0.89888 -0.884
C -2.25787 0.08053 -0.24016 0.044
C -3.56304 0.33234 0.09073 -0.560
N -4.03324 -0.87720 0.55359 -0.081
C -3.06904 -1.81218 0.41660 -0.436
N -1.95110 -1.22254 0.00103 -0.185
C 3.76860 -0.10465 0.62280 0.343
O 4.57747 0.39136 -0.18462 -0.606
O 4.24511 -0.81614 1.63478 -0.467
H -0.46906 -2.61173 -0.80006 0.202
H 0.33794 -3.00747 -2.23549 0.234
H 0.38041 -1.02407 0.77430 -0.013
H 1.82069 -1.90243 1.15182 0.716
H 1.99365 0.67033 1.49931 0.371
H 2.78830 1.26946 -1.14216 0.241
H -0.13226 1.14403 0.95804 0.286
H -0.44466 3.62260 0.95874 0.239
H -1.77120 2.63769 1.20993 0.272
H -0.72140 0.50278 -1.66419 0.382
H -1.91289 1.80583 -1.44043 0.355
H -4.16287 1.22517 -0.04477 0.444
H -4.98254 -1.01585 0.78380 0.157
H -3.18649 -2.83959 0.70332 0.435
H 3.48715 -1.11898 2.21362 0.416
```

The calculation puts the LUMO energy at 0.21 eV. The value obtained for the orbital gap is 9.489 eV. As for the relative energy (zero: lowest compared OMol25 entry of this formula, charge and spin): 165.9 kJ/mol.


# 8
DFT (ωB97M-V/def2-TZVPD) results for 2 unconnected molecules or ions with the total composition C10H15NO2.

```
28
Properties=species:S:1:pos:R:3:mulliken_charge:R:1
C -1.29899 -0.47665 -3.42246 -1.535
C -0.38360 -0.03973 -2.27681 0.851
C -0.24657 1.33477 -2.08648 -0.667
C 0.68509 1.80680 -1.17397 -0.617
C 1.51394 0.88859 -0.53370 0.365
O 2.43547 1.35822 0.37384 -0.563
C 1.37135 -0.46079 -0.74098 -0.169
C 0.34993 -0.95429 -1.54533 -0.546
H -2.32809 -0.16875 -3.22500 0.315
H -1.19590 -1.52568 -3.65052 0.376
H -1.00361 0.12466 -4.28385 0.371
H -0.97483 2.01321 -2.51406 0.361
H 0.70962 2.83858 -0.86792 0.299
H 2.23245 2.26930 0.61256 0.327
H 2.02478 -1.05020 -0.15448 0.410
H 0.13147 -2.00436 -1.59623 0.351
C 0.75577 -0.87835 3.46449 -1.385
C 0.11723 -0.04168 2.34059 -0.009
C -0.82807 -0.91309 1.50422 0.564
N -1.84321 -0.16484 0.96270 -0.336
O -0.85641 -2.12158 1.43749 -0.665
H -0.00583 -1.38541 4.04623 0.346
H 1.24971 -0.19271 4.15981 0.407
H 1.51437 -1.55466 3.07817 0.299
H -0.48562 0.68691 2.87718 0.401
H 0.85792 0.38745 1.69206 0.044
H -2.64076 -0.61288 0.55216 0.224
H -1.85763 0.83717 0.97029 0.181
```

The calculation puts the LUMO energy at 0.63 eV. The value obtained for the orbital gap is 9.135 eV. As for the relative energy (zero: lowest compared OMol25 entry of this formula, charge and spin): 44.0 kJ/mol.